# 1
Entry from the OMol25 dataset: a cluster of 12 separate species, C3H27O14 in total at a distorted geometry (ωB97M-V/def2-TZVPD).

Cartesian coordinates (Å):
O (2.2954, -0.1779, 1.5668)
C (1.2781, 0.5358, 1.8385)
O (0.5033, 0.2280, 2.7793)
C (0.9983, 1.5863, 0.7328)
C (0.2716, 0.8537, -0.4253)
O (-0.5435, 1.7104, -1.2163)
H (1.9085, 2.1581, 0.5620)
H (0.3382, 2.3815, 1.0874)
H (1.0392, 0.4907, -1.1118)
H (-0.1876, -0.0808, -0.0930)
H (-1.4454, 1.9847, -0.8924)
H (-3.6344, -0.2998, 0.8271)
H (-3.7221, -0.2597, -0.6623)
O (-4.1257, 0.1597, 0.1428)
H (1.4720, 1.8470, -3.1663)
H (0.4177, 2.5651, -2.2849)
O (1.3112, 2.6130, -2.6036)
H (-2.3637, -0.0900, 2.9372)
H (-0.9924, 0.4801, 3.0538)
O (-1.8745, 0.5348, 3.5150)
H (-2.0871, -2.0359, 1.9583)
H (-1.3929, -2.1278, 0.5833)
O (-2.2487, -1.9406, 1.0141)
H (2.9065, 0.9274, -1.0334)
H (3.1374, 0.3128, 0.3230)
O (3.5458, 0.3225, -0.6084)
H (0.4893, -0.1799, -3.2716)
H (1.9561, -0.8333, -3.5689)
O (1.2568, -0.2064, -3.8674)
H (2.0715, -2.3168, -1.0779)
H (2.8230, -0.9882, -1.5378)
O (2.3337, -1.7882, -1.8895)
H (1.8276, -1.7515, 2.8698)
H (2.8733, -2.4623, 2.2375)
O (1.9854, -2.6703, 2.5606)
H (0.8621, -2.2023, 1.2809)
H (0.1863, -3.5757, 0.9905)
O (0.3139, -2.6710, 0.6182)
H (-2.4950, -1.3557, -1.7793)
H (-2.0623, 0.0659, -1.5307)
O (-2.5636, -0.4725, -2.1235)
H (-3.4537, 2.6873, -0.0594)
H (-2.6347, 3.0974, 1.1466)
O (-2.5751, 2.9444, 0.1782)

The HOMO energy comes out at -6.83 eV. The calculation puts the LUMO energy at 2.627 eV. As for the energy: -1183.9812 Eh. Its charge is -1.

=====

# 2
Entry from the OMol25 dataset: a cluster of 10 separate species, C3H29N2O9 in total at a distorted geometry (ωB97M-V/def2-TZVPD).

Cartesian coordinates (Å):
N (-0.3866, -0.3603, 1.3703)
C (-0.4738, 0.9482, 2.1459)
C (-1.1759, 2.0811, 1.2503)
N (-2.3115, 1.4673, 0.6010)
C (-3.6526, 1.9690, 1.0760)
H (-1.3929, -0.8579, 1.3859)
H (-0.2481, -0.0319, 0.3452)
H (0.4474, -1.0278, 1.5397)
H (-0.8646, 0.7021, 3.1512)
H (0.5636, 1.2830, 2.5948)
H (-1.5951, 2.7615, 2.0098)
H (-0.4525, 2.5927, 0.6440)
H (-2.4053, 1.5419, -0.4216)
H (-3.3546, 2.9885, 1.4626)
H (-4.0943, 1.2386, 1.6736)
H (-4.2254, 1.9301, 0.2811)
H (-0.6699, -0.8050, -3.2867)
H (0.8463, -0.7747, -3.4629)
O (0.0727, -1.3896, -3.2514)
H (2.3980, -0.7183, 1.7931)
H (2.2113, -2.2198, 1.2951)
O (1.9552, -1.5375, 1.9300)
H (-1.8240, -2.4881, 3.6255)
H (-2.8906, -1.5356, 3.0915)
O (-2.0147, -1.7001, 3.1176)
H (1.1390, 1.1695, -0.9143)
H (0.8020, 1.9197, -2.3621)
O (0.4433, 1.2845, -1.5912)
H (4.0262, 0.9889, 0.5020)
H (3.3839, 0.0792, -0.4393)
O (3.1831, 0.6522, 0.2619)
H (-0.5219, -1.4388, -1.4486)
H (-1.5702, -2.4959, -1.3553)
O (-0.9299, -1.9966, -0.8454)
H (0.4014, -3.7896, -2.2052)
H (1.2280, -3.4528, -0.9217)
O (1.1789, -4.0419, -1.7525)
H (3.1529, -2.4169, -1.9939)
H (3.2687, -0.9286, -2.2032)
O (2.7045, -1.5732, -1.7406)
H (0.5566, 3.3368, -1.8092)
H (1.9912, 3.1147, -2.5816)
O (1.1006, 3.5313, -2.5613)

The HOMO energy comes out at -12.15 eV. The calculation puts the LUMO energy at -2.958 eV. As for the energy: -918.0435 Eh. Its charge is +1.

=====

# 3
Entry from the OMol25 dataset: a structure of composition C3H2AgFLiO4 at a distorted geometry (ωB97M-V/def2-TZVPD).

Cartesian coordinates (Å):
C (-2.4552, 0.0265, -0.1818)
C (-1.3340, -0.5173, 0.5727)
O (1.7860, -1.2507, -0.3590)
C (2.5173, -0.3865, -0.9003)
O (3.7336, -0.6106, -0.9763)
O (2.1133, 0.7996, -0.8547)
O (-2.4688, 1.1893, -0.5882)
Ag (2.7887, 0.4654, 1.7843)
H (-3.3098, -0.6343, -0.3307)
F (-1.7709, -1.5280, 1.3646)
H (-0.7766, 0.2139, 1.1397)
Li (-0.8235, 2.2328, -0.6701)

The HOMO energy (spin up / spin down) comes out at -6.34 / -6.31 eV. As for the expectation value of S²: 0.7595. The calculation puts the LUMO energy (spin up / spin down) at -3.084 / -3.072 eV. As for the energy: -670.6558 Eh. Its spin multiplicity is 2. Its charge is 0.

=====

# 4
Entry from the OMol25 dataset: a structure of composition C3H2AgO3 (ωB97M-V/def2-TZVPD).

Cartesian coordinates (Å):
C (-0.7274, -0.2568, 0.1427)
C (0.6035, -0.0029, -0.4382)
O (1.6829, -0.9091, 0.0868)
C (1.7866, 0.3252, 0.4647)
O (2.4453, 1.0522, 1.1184)
O (-1.7451, 0.0839, -0.4263)
H (-0.7416, -0.7689, 1.1255)
H (0.6832, 0.2186, -1.5060)
Ag (-3.9873, 0.2578, -0.5677)

The HOMO energy comes out at -14.37 eV. The calculation puts the LUMO energy at -6.252 eV. As for the energy: -487.8462 Eh. Its charge is +1.

=====

# 5
Entry from the OMol25 dataset: a structure of composition C3H2AlLiO3 at a distorted geometry (ωB97M-V/def2-TZVPD).

Cartesian coordinates (Å):
C (0.5171, 0.6839, -1.0658)
C (1.4033, -0.0279, -0.2950)
O (1.5642, -0.7662, 0.5616)
H (0.4777, 1.7473, -0.8589)
H (0.4699, 0.3885, -2.1079)
O (-1.4780, -1.1724, -0.5429)
C (-1.1431, -0.0810, -0.2533)
O (-1.4230, 0.2700, 1.0219)
Li (-0.2822, 0.4007, 2.5150)
Al (-0.1061, -1.4429, 1.0254)

The HOMO energy (spin up / spin down) comes out at -18.93 / -18.94 eV. The calculation puts the LUMO energy (spin up / spin down) at -11.792 / -11.776 eV. As for the energy: -590.4059 Eh. Its charge is +2.

=====

# 6
Entry from the OMol25 dataset: a structure of composition C3H2AlO2 at a distorted geometry (ωB97M-V/def2-TZVPD).

Cartesian coordinates (Å):
O (-0.4072, 1.0680, 0.6510)
C (-0.5064, 0.5801, -0.5979)
C (0.1783, -0.5693, -0.7965)
O (0.9090, -1.0146, 0.3156)
C (0.8638, -0.2737, 1.4099)
Al (-1.0646, -0.2269, 2.1660)
H (-0.5878, 1.3139, -1.4055)
H (0.6149, -0.8775, -1.7424)

The HOMO energy (spin up / spin down) comes out at -13.89 / -13.89 eV. The calculation puts the LUMO energy (spin up / spin down) at -7.114 / -7.120 eV. As for the energy: -507.9836 Eh. Its charge is +1.

=====

# 7
Entry from the OMol25 dataset: a structure of composition C3H2Br2Cl2 at a distorted geometry (ωB97M-V/def2-TZVPD).

Cartesian coordinates (Å):
C (-0.7009, -1.0231, -0.1620)
C (2.0261, -0.1519, -0.9265)
C (-1.7392, -1.1496, 0.3682)
Cl (2.0660, 1.4476, -1.3578)
Cl (-3.3016, -1.2908, 0.8432)
Br (2.9615, -0.4575, 0.6891)
Br (-0.9175, 2.3486, 0.2969)
H (0.3010, -0.8502, -0.5268)
H (-0.6955, 1.1270, 0.7758)

The HOMO energy comes out at -9.84 eV. The calculation puts the LUMO energy at -1.584 eV. As for the energy: -6183.7166 Eh. Its charge is 0.

=====

# 8
Entry from the OMol25 dataset: the molecule C3H2Br2O at a distorted geometry (ωB97M-V/def2-TZVPD).

Cartesian coordinates (Å):
C (0.4543, -0.1775, 0.8307)
C (1.5825, -0.3360, 0.1951)
Br (2.5260, -1.8764, -0.1819)
C (2.5514, 1.0312, -0.4515)
O (2.1740, 2.0465, -0.9206)
Br (4.3863, 0.8060, 0.2072)
H (-0.3222, -0.9651, 1.1941)
H (0.1812, 0.7916, 1.0318)

The HOMO energy comes out at -10.06 eV. The calculation puts the LUMO energy at -0.124 eV. As for the energy: -5338.7141 Eh. Its charge is 0.